The following is a quantum chemistry calculation of a structure of composition C49H53KN3O3P4S2Si in a non-equilibrium geometry, from the Open Molecules 2025 dataset.

Element x y z (Å)
K -18.78999 8.75616 -3.90492
C -24.28534 12.35690 -5.09972
Si -23.09838 13.17243 -3.87956
C -24.00546 14.42368 -2.68435
C -21.85737 14.12283 -4.86907
C -21.96725 12.05967 -2.84117
C -21.81968 12.29408 -1.46668
C -20.86110 11.69153 -0.71596
C -19.99769 10.84826 -1.36492
N -20.13999 10.54084 -2.65957
C -21.13046 11.09252 -3.40959
S -21.36236 10.52381 -5.02101
H -24.64766 11.46086 -4.59042
H -23.80605 12.11127 -6.01806
H -25.20545 12.88298 -5.17973
H -24.52024 15.14104 -3.33574
H -23.25520 14.98001 -2.12009
H -24.70577 13.92734 -2.00604
H -22.17000 14.85270 -5.60431
H -21.13931 13.43341 -5.41094
H -21.17974 14.68749 -4.21002
H -22.42156 13.10741 -1.07352
H -20.72893 11.90389 0.32653
H -19.11940 10.45888 -0.84198
N -22.77899 5.95691 -2.46883
P -23.10663 6.66704 -3.95366
C -24.57015 7.61071 -3.41004
C -24.45333 8.96785 -3.24857
C -25.43915 9.70840 -2.56557
C -26.54695 9.06920 -2.12281
C -26.68799 7.69561 -2.28693
C -25.69151 6.96424 -2.91214
C -23.88673 5.29370 -4.82547
C -24.45455 5.56353 -6.08172
C -25.13635 4.61933 -6.84331
C -25.18862 3.32401 -6.33328
C -24.56578 3.01253 -5.16036
C -23.93295 3.98709 -4.40816
P -21.28863 6.17645 -1.78184
C -20.95787 4.52625 -1.00978
C -19.90315 3.80828 -1.52175
C -19.64216 2.55693 -1.03733
C -20.35631 2.00643 -0.00656
C -21.49181 2.68059 0.48059
C -21.78685 3.94602 -0.01633
C -21.61540 7.08114 -0.19780
C -22.84866 7.60059 0.14639
C -23.16034 8.24430 1.35848
C -22.11199 8.40608 2.26379
C -20.85247 7.98337 1.87712
C -20.60621 7.39835 0.67548
H -23.33968 5.25816 -2.05369
H -23.56843 9.51321 -3.57156
H -25.26658 10.71186 -2.32692
H -27.29760 9.70602 -1.65052
H -27.54197 7.12123 -1.95713
H -25.83300 5.87243 -2.97709
H -24.23672 6.52680 -6.57931
H -25.69737 4.93408 -7.70626
H -25.76332 2.58240 -6.87507
H -24.59046 1.98603 -4.76372
H -23.36695 3.65251 -3.55382
H -19.20542 4.27879 -2.17699
H -18.86305 1.86853 -1.41730
H -20.15307 1.04513 0.44874
H -22.07376 2.22049 1.29644
H -22.69914 4.41511 0.31340
H -23.67437 7.38857 -0.55230
H -24.15702 8.51331 1.55830
H -22.32359 8.76881 3.25464
H -20.06004 8.20523 2.58458
H -19.62590 7.10129 0.41158
C -16.25092 6.97799 -7.08767
P -16.68768 6.81527 -5.25890
C -16.71245 4.93201 -5.07413
C -15.09857 7.30919 -4.47287
C -14.23052 6.36558 -3.83610
C -13.00777 6.75279 -3.24104
C -12.60119 8.08787 -3.29402
C -13.41303 8.99370 -3.93683
C -14.65929 8.65394 -4.49393
P -15.61621 9.94177 -5.43943
C -14.62275 10.22450 -6.96382
C -15.18051 11.61738 -4.63353
H -15.27493 6.58091 -7.39139
H -16.37914 8.01724 -7.42233
H -17.07966 6.44697 -7.58383
H -15.76349 4.52523 -5.39684
H -17.52273 4.54289 -5.59362
H -16.90404 4.68833 -4.01222
H -14.41638 5.31920 -3.92520
H -12.42284 5.99747 -2.70040
H -11.67938 8.39044 -2.79324
H -13.14633 10.03751 -4.11317
H -13.53911 10.34095 -6.80093
H -15.05899 11.15023 -7.36873
H -14.80505 9.38901 -7.63218
H -14.09200 11.75429 -4.74564
H -15.57863 11.62745 -3.55532
H -15.65995 12.43337 -5.25418
O -17.23170 5.51479 -1.53005
C -16.76871 6.64160 -1.35375
N -17.44286 7.80202 -1.56993
S -16.54203 9.07910 -1.15147
O -17.02117 9.80585 0.00567
O -16.23226 9.90513 -2.31108
C -15.16941 8.16081 -0.59304
C -13.96659 8.60022 -0.04317
C -13.05837 7.66747 0.47818
C -13.33939 6.29182 0.21386
C -14.50253 5.90760 -0.40016
C -15.41177 6.83066 -0.80670
H -13.71669 9.64405 0.04515
H -12.06414 7.91982 0.83318
H -12.58783 5.54910 0.44732
H -14.67508 4.85387 -0.60816

Results
Relative energy (zero: lowest compared OMol25 entry of this formula, charge and spin) in eV: 0.000
Frontier orbital gap in eV: 6.16
Total charge: -1

Atomic partial charges in e from the Löwdin method, atoms 1 to 2: number 1, K, carries 0.44; number 2, C, carries -0.19

The following is a quantum chemistry calculation of a structure of composition C49H53N4O5PS2V, from the Open Molecules 2025 dataset.

Element x y z (Å)
V 0.11981 -0.17885 0.32833
C 0.53446 3.53130 2.67538
C 0.59118 2.16318 2.10134
N -0.20676 1.67932 1.21919
N -1.12861 2.49404 0.60992
C -1.58815 1.85390 -0.41373
O -1.12949 0.59902 -0.61907
C -2.51416 2.39127 -1.39466
C -3.16713 3.60163 -1.13811
C -4.04607 4.10662 -2.07528
C -4.27362 3.41213 -3.25875
C -3.62529 2.21150 -3.51175
C -2.74051 1.69326 -2.58132
C 1.65742 1.20944 2.45052
C 2.64091 1.47526 3.38797
C 3.61369 0.51232 3.62722
C 3.57175 -0.67508 2.91729
C 2.56044 -0.87139 1.98717
N 1.62188 0.04513 1.75586
H -0.28676 4.09473 2.24193
H 1.47306 4.05634 2.48801
H 0.39974 3.46792 3.75693
H -2.98926 4.12460 -0.20887
H -4.56472 5.03491 -1.88466
H -4.96717 3.81075 -3.98628
H -3.81499 1.67724 -4.42995
H -2.23041 0.75982 -2.76992
H 2.63855 2.41247 3.92329
H 4.38752 0.69014 4.35995
H 4.30367 -1.45268 3.07511
H 2.47720 -1.79069 1.42450
C -1.78877 -3.95430 0.61928
C -1.35168 -3.37793 1.96954
C -2.08454 -4.11173 3.09895
C 0.14495 -3.61397 2.20770
P -1.64333 -1.52500 1.98752
C -1.48236 -1.12030 3.77199
C -0.28674 -0.66174 4.31571
C -0.14481 -0.42551 5.67556
C -1.20757 -0.64614 6.53307
C -2.40259 -1.12482 6.01753
C -2.53308 -1.36702 4.66156
C -3.41204 -1.10383 1.45260
C -4.55789 -1.95948 2.01939
C -3.53680 -1.26436 -0.07711
C -3.65907 0.34845 1.87693
H -1.32073 -4.92923 0.47399
H -1.51011 -3.33360 -0.23173
H -2.86600 -4.10414 0.58712
H -1.91210 -5.17918 2.95159
H -3.15880 -3.95683 3.09937
H -1.69244 -3.84743 4.07983
H 0.32440 -4.68978 2.21993
H 0.45966 -3.21654 3.17569
H 0.77237 -3.18525 1.42993
H 0.57022 -0.51372 3.68326
H 0.80216 -0.07604 6.06303
H -1.10474 -0.46371 7.59264
H -3.23709 -1.32289 6.67387
H -3.46591 -1.76804 4.31018
H -4.42697 -3.02067 1.82715
H -5.45932 -1.65352 1.48515
H -4.76180 -1.79984 3.07180
H -3.82300 -2.28162 -0.33357
H -2.63924 -1.03207 -0.64602
H -4.33434 -0.60521 -0.42431
H -3.62476 0.46553 2.95990
H -4.65534 0.63945 1.54129
H -2.95181 1.04722 1.43940
O 1.37837 0.95082 -0.89347
S 2.87898 0.72849 -1.12850
C 3.15277 0.92756 -2.93705
C 1.90355 1.15981 -3.72743
C 1.44708 2.45324 -3.96482
C 0.32848 2.65568 -4.75519
C -0.33640 1.56986 -5.31030
C 0.10664 0.27853 -5.06486
C 1.22703 0.07765 -4.27616
C 3.65191 2.24057 -0.50789
C 3.16710 3.51307 -1.13134
C 1.87961 3.98308 -0.88453
C 1.43638 5.14569 -1.49074
C 2.27675 5.85317 -2.34078
C 3.56402 5.39868 -2.57812
C 4.00794 4.23042 -1.97538
H 3.65268 0.00641 -3.23879
H 3.84985 1.76015 -3.03481
H 1.97848 3.30242 -3.55593
H -0.00989 3.66163 -4.95587
H -1.19080 1.73222 -5.95123
H -0.39390 -0.57167 -5.50597
H 1.60283 -0.92787 -4.13150
H 4.72016 2.07968 -0.67086
H 3.47328 2.20365 0.56944
H 1.21454 3.42751 -0.23749
H 0.43326 5.50170 -1.30134
H 1.93090 6.76281 -2.80966
H 4.22500 5.95218 -3.22991
H 5.01615 3.88254 -2.15883
O -0.06139 -3.11860 -4.52089
S -0.08315 -3.71806 -3.22757
O -1.02244 -4.73466 -2.88980
N -0.23299 -2.49131 -2.07654
C 0.81841 -2.46240 -1.36247
O 0.92549 -1.62272 -0.32817
C 1.93522 -3.37554 -1.67052
C 3.18974 -3.49640 -1.09815
C 4.04484 -4.46427 -1.61182
C 3.64919 -5.28032 -2.66728
C 2.39187 -5.15121 -3.25137
C 1.55797 -4.18584 -2.73303
H 3.50379 -2.85227 -0.28777
H 5.03152 -4.58780 -1.18925
H 4.33369 -6.02705 -3.04522
H 2.08930 -5.77590 -4.07816

Results
⟨S²⟩: 0.76
Relative energy (zero: lowest compared OMol25 entry of this formula, charge and spin) in eV: 0.159
Frontier orbital gap (spin up / spin down) in eV: 6.18 / 6.51
2S+1: 2
Total charge: +2

Atomic partial charges in e from the Löwdin method, atoms 1 to 2: number 1, V, carries 1.01; number 2, C, carries 0.02

> Among the records above, which one has the lowest total charge?

C49H53KN3O3P4S2Si

> What is the total charge in the first record?

-1

> The highest total charge belongs to which entry?

C49H53N4O5PS2V

> total charge of number 2 (C49H53N4O5PS2V)?

+2